# 1
{"formula": "C2H2FN", "method": "ωB97M-V/def2-TZVPD", "species": ["C", "C", "N", "F", "H", "H"], "coordinates": [[0.658, 0.108, 0.605], [0.022, -0.060, -0.608], [0.405, 1.185, -0.055], [-2.016, -0.400, 0.098], [1.027, -0.308, 1.512], [-0.097, -0.525, -1.552]], "forces_ev_per_a": [[-1.57, -1.91, -1.99], [1.31, -1.86, 1.10], [0.66, 3.88, 0.30], [-0.86, -0.16, 0.51], [0.33, 0.10, 0.56], [0.13, -0.04, -0.48]], "e_homo_ev": [-6.828, -10.637], "orbital_gap_ha": [0.2748, 0.2431], "lumo_energy_ev": [0.651, -4.022], "s_squared": 2.02, "multiplicity": 3, "max_force_ha_per_bohr": 0.077, "total_energy_ha": -231.733082}

=====

# 2
{"formula": "C4H8N2O", "method": "ωB97M-V/def2-TZVPD", "species": ["N", "C", "O", "C", "N", "C", "C", "H", "H", "H", "H", "H", "H", "H", "H"], "coordinates": [[1.589, 0.035, -1.272], [1.666, -0.426, 0.009], [2.656, -0.958, 0.469], [0.436, -0.232, 0.893], [-0.606, 0.659, 0.393], [-2.085, 0.631, 0.891], [-1.691, 0.121, -0.456], [2.367, -0.195, -1.875], [0.711, 0.273, -1.705], [-0.025, -1.210, 1.068], [0.788, 0.135, 1.861], [-2.098, -0.224, 1.587], [-0.278, 1.595, 0.183], [-1.512, -0.931, -0.709], [-1.918, 0.727, -1.337]], "forces_ev_per_a": [[0.09, -0.09, -0.03], [0.05, -0.08, 0.07], [-0.26, 0.17, -0.17], [-0.07, -0.06, 0.16], [0.22, 0.15, -0.12], [0.03, -0.28, 0.05], [0.07, 0.02, -0.25], [-0.13, 0.06, 0.08], [0.07, -0.05, 0.13], [0.09, 0.10, -0.03], [-0.02, -0.05, -0.12], [0.02, 0.15, -0.09], [-0.11, -0.14, 0.04], [-0.08, 0.18, 0.13], [0.04, -0.08, 0.15]], "e_homo_ev": -7.663, "orbital_gap_ha": 0.3026, "lumo_energy_ev": 0.572, "multiplicity": 1, "max_force_ha_per_bohr": 0.007, "total_energy_ha": -341.856908}

=====

# 3
{"formula": "C17H49Cl4O20P5", "method": "ωB97M-V/def2-TZVPD", "species": ["C", "Cl", "Cl", "H", "H", "C", "Cl", "Cl", "H", "H", "C", "O", "P", "O", "O", "C", "O", "C", "H", "H", "H", "H", "H", "H", "H", "H", "H", "C", "O", "P", "O", "O", "C", "O", "C", "H", "H", "H", "H", "H", "H", "H", "H", "H", "C", "O", "P", "O", "O", "C", "O", "C", "H", "H", "H", "H", "H", "H", "H", "H", "H", "C", "O", "P", "O", "O", "C", "O", "C", "H", "H", "H", "H", "H", "H", "H", "H", "H", "C", "O", "P", "O", "O", "C", "O", "C", "H", "H", "H", "H", "H", "H", "H", "H", "H"], "coordinates": [[-1.057, 0.118, -0.199], [-1.706, -1.414, 0.329], [-2.337, 1.203, -0.815], [-0.536, 0.532, 0.656], [-0.401, -0.017, -1.051], [-3.806, 2.009, 2.319], [-5.166, 0.883, 2.108], [-3.604, 2.577, 4.001], [-2.989, 1.379, 1.983], [-3.882, 2.858, 1.647], [2.310, 2.016, 7.183], [1.410, 1.088, 6.604], [0.432, 1.432, 5.385], [0.774, 2.686, 4.717], [-1.026, 1.406, 6.040], [-1.381, 0.244, 6.773], [0.600, 0.107, 4.488], [-0.403, -0.323, 3.579], [1.979, 2.229, 8.204], [2.280, 2.943, 6.612], [3.323, 1.635, 7.296], [-2.406, -0.077, 6.568], [-1.248, 0.396, 7.842], [-0.842, -0.660, 6.467], [-0.642, -1.384, 3.726], [-0.003, -0.299, 2.565], [-1.348, 0.197, 3.750], [0.382, -3.567, -2.151], [0.189, -4.382, -3.294], [0.861, -5.823, -3.254], [0.598, -6.649, -2.063], [0.392, -6.464, -4.652], [0.840, -7.744, -5.067], [2.401, -5.508, -3.493], [3.443, -6.419, -3.092], [1.083, -4.038, -1.455], [-0.497, -3.414, -1.525], [0.768, -2.574, -2.375], [1.430, -7.601, -5.974], [-0.034, -8.317, -5.373], [1.404, -8.343, -4.354], [3.059, -7.272, -2.534], [4.074, -5.839, -2.420], [3.963, -6.720, -3.998], [-6.209, 1.222, -1.708], [-6.681, 2.543, -1.927], [-5.566, 3.676, -2.139], [-4.713, 3.932, -0.962], [-4.867, 3.210, -3.511], [-3.468, 2.870, -3.521], [-6.442, 4.911, -2.613], [-7.305, 5.516, -1.632], [-6.206, 0.931, -0.654], [-5.215, 1.071, -2.122], [-6.928, 0.489, -2.082], [-2.928, 3.278, -2.667], [-2.916, 3.241, -4.385], [-3.500, 1.782, -3.536], [-8.354, 5.428, -1.903], [-6.972, 6.547, -1.549], [-7.181, 5.036, -0.660], [2.325, 3.834, -4.509], [2.462, 3.539, -3.101], [1.187, 3.190, -2.226], [0.232, 2.234, -2.774], [1.815, 2.857, -0.800], [2.593, 1.677, -0.566], [0.520, 4.628, -1.948], [1.293, 5.747, -1.570], [2.479, 2.870, -4.996], [2.959, 4.649, -4.835], [1.277, 4.062, -4.726], [3.659, 1.919, -0.579], [2.491, 0.992, -1.413], [2.289, 1.251, 0.381], [1.811, 5.586, -0.621], [0.725, 6.670, -1.527], [2.111, 5.900, -2.284], [3.773, -2.751, -0.823], [3.601, -2.889, 0.596], [2.772, -1.789, 1.416], [1.599, -1.230, 0.745], [2.621, -2.416, 2.877], [2.244, -3.793, 3.057], [3.876, -0.663, 1.771], [5.215, -1.023, 2.049], [3.241, -3.465, -1.452], [4.847, -2.852, -0.961], [3.424, -1.771, -1.155], [2.252, -4.438, 2.180], [1.276, -3.908, 3.543], [3.002, -4.155, 3.752], [5.346, -2.066, 2.335], [5.636, -0.416, 2.854], [5.822, -0.753, 1.180]], "forces_ev_per_a": [[-0.01, 0.45, -0.58], [-0.30, -0.57, 0.11], [0.17, -0.09, 0.52], [-0.06, 0.38, -0.19], [0.19, -0.16, 0.19], [0.23, -0.42, -0.19], [-0.33, 0.32, 0.16], [-0.01, -0.32, -0.63], [0.46, 0.38, 0.47], [-0.35, 0.03, 0.10], [-0.31, 0.91, 0.54], [-0.30, -0.95, -0.50], [1.01, 0.00, 0.05], [-0.47, -0.03, 0.01], [0.45, -0.23, -0.62], [-0.50, -1.32, 0.17], [-0.08, 0.48, 1.12], [-0.43, -0.75, -0.17], [-0.17, 0.03, -0.09], [0.29, -0.02, 0.00], [-0.07, -0.33, -0.56], [-0.18, 0.79, 0.01], [0.05, 0.11, -0.04], [0.54, 0.37, 0.07], [0.29, 0.07, 0.39], [-0.20, 0.53, 0.03], [0.13, 0.32, -0.44], [0.49, 0.26, 1.65], [0.01, -0.66, -0.62], [-0.35, -0.76, -0.34], [0.22, 0.32, -0.43], [-0.19, 1.03, 1.19], [-0.19, -0.36, -0.97], [0.05, 0.05, 0.15], [-0.27, 0.57, 0.24], [0.14, 0.01, -0.12], [-0.46, -0.28, -0.59], [0.03, -0.14, -0.60], [0.21, -0.01, 0.12], [-0.06, -0.02, 0.20], [-0.02, 0.36, 0.37], [-0.15, -0.02, -0.13], [0.32, -0.22, -0.15], [0.17, -0.09, 0.13], [-0.39, -1.05, 0.76], [0.14, 0.40, -0.02], [-0.11, -0.17, -0.36], [-0.11, -0.34, -0.66], [-0.14, 1.17, 0.79], [0.18, -0.46, 0.20], [-0.10, -0.57, -0.04], [0.49, 0.00, 0.44], [0.41, 0.73, 0.16], [-0.03, -0.16, -0.12], [0.11, 0.40, -0.77], [-0.27, -0.27, 0.23], [-0.68, 0.10, -0.33], [0.76, 0.03, 0.09], [0.09, 0.05, -0.38], [-0.33, 0.10, 0.03], [0.06, 0.05, 0.00], [-1.39, -1.28, 0.25], [0.55, 0.23, -0.02], [-0.21, 1.39, 1.16], [0.12, -0.17, -0.24], [-0.12, 0.33, -0.58], [0.45, 0.02, -0.86], [-0.38, -0.87, -0.21], [1.57, 0.18, 0.02], [0.52, 0.38, -0.44], [0.32, -0.13, 0.24], [0.11, 0.35, 0.01], [-0.09, 0.29, 0.39], [-0.43, -0.30, 0.33], [-0.01, -0.16, -0.06], [-0.37, -0.08, 0.18], [-0.51, -0.31, -0.02], [-0.18, 0.04, -0.15], [0.38, 0.67, -0.15], [-1.01, -0.26, 0.30], [1.54, 0.67, 0.94], [0.06, -0.14, 0.05], [-0.46, -0.44, -1.46], [0.45, -0.50, 1.00], [-1.18, -0.30, -0.43], [0.95, 0.37, 0.01], [-0.09, -0.39, 0.60], [-0.03, 0.07, -0.37], [0.20, 0.08, 0.04], [0.14, 0.48, -0.33], [-0.10, 0.47, -0.09], [-0.16, -0.31, -0.06], [-0.13, -0.05, -0.21], [-0.55, 0.07, 0.15], [-0.03, -0.45, -0.07]], "e_homo_ev": -10.136, "orbital_gap_ha": 0.3863, "lumo_energy_ev": 0.375, "multiplicity": 1, "max_force_ha_per_bohr": 0.038, "total_energy_ha": -5729.895641}

=====

# 4
{"formula": "C6H7N", "method": "ωB97M-V/def2-TZVPD", "species": ["N", "C", "C", "C", "C", "C", "C", "H", "H", "H", "H", "H", "H", "H"], "coordinates": [[3.152, -1.398, 0.443], [2.060, -1.067, 0.236], [0.724, -0.643, -0.033], [-0.393, -1.055, 0.603], [-1.548, -0.368, 0.027], [-1.131, 0.449, -0.956], [0.358, 0.361, -1.092], [0.347, 1.693, 1.913], [-0.430, -1.774, 1.414], [-0.332, 1.865, 1.663], [-2.570, -0.511, 0.361], [-1.749, 1.087, -1.577], [0.670, 0.031, -2.091], [0.842, 1.330, -0.912]], "forces_ev_per_a": [[-1.04, 0.32, -0.21], [0.89, -0.28, 0.19], [-0.15, -0.03, 0.03], [0.12, 0.01, -0.05], [0.03, 0.05, -0.09], [-0.03, -0.06, 0.08], [0.02, -0.03, 0.02], [-0.05, 0.04, -0.01], [0.02, 0.10, -0.12], [0.06, 0.01, 0.02], [0.13, 0.02, -0.08], [0.08, -0.10, 0.12], [-0.04, 0.04, 0.11], [-0.04, -0.10, -0.01]], "e_homo_ev": -9.200, "orbital_gap_ha": 0.3442, "lumo_energy_ev": 0.166, "multiplicity": 1, "max_force_ha_per_bohr": 0.022, "total_energy_ha": -287.510777}

=====

# 5
{"formula": "C16H22BBeN7", "method": "ωB97M-V/def2-TZVPD", "species": ["H", "N", "B", "N", "C", "Be", "H", "C", "H", "C", "H", "C", "H", "H", "H", "N", "N", "N", "N", "C", "C", "H", "H", "C", "C", "C", "C", "H", "H", "H", "H", "H", "C", "C", "C", "C", "C", "C", "N", "H", "H", "H", "H", "H", "H", "H", "H"], "coordinates": [[1.287, -0.145, 2.798], [1.410, -0.003, 0.692], [2.148, -0.054, -1.759], [2.449, -0.100, -0.215], [3.596, -0.285, 0.463], [-0.184, -0.102, 0.323], [4.528, -0.432, -0.071], [3.298, -0.333, 1.824], [3.968, -0.535, 2.634], [1.924, -0.152, 1.929], [3.035, -0.523, -2.398], [-3.376, 2.598, -0.026], [-4.041, 2.800, 0.821], [-3.737, 1.725, -0.579], [-3.351, 3.471, -0.687], [1.940, 1.467, -2.048], [0.773, -0.695, -2.124], [0.910, 2.048, -1.341], [-0.285, -0.619, -1.237], [2.557, 2.367, -2.845], [0.401, -1.447, -3.176], [3.397, 2.071, -3.466], [1.095, -1.655, -3.978], [1.889, 3.584, -2.682], [-0.915, -1.876, -2.973], [0.875, 3.325, -1.726], [-1.311, -1.324, -1.752], [2.100, 4.510, -3.170], [-1.491, -2.541, -3.584], [0.153, 4.004, -1.317], [-2.238, -1.427, -1.197], [-2.360, 2.399, 0.336], [-2.185, 0.924, 2.574], [-1.866, -0.495, 2.442], [-2.304, -1.567, 3.245], [-1.646, -2.719, 2.770], [-0.843, -2.323, 1.688], [0.063, -3.213, 0.955], [-1.011, -0.966, 1.471], [-2.999, 1.209, 1.895], [-1.307, 1.553, 2.357], [-2.514, 1.146, 3.598], [-3.022, -1.498, 4.050], [-1.690, -3.739, 3.136], [0.711, -3.733, 1.680], [-0.531, -3.989, 0.449], [0.699, -2.711, 0.218]], "forces_ev_per_a": [[-0.07, -0.03, -0.05], [1.28, -0.01, 0.26], [-0.23, 1.61, 0.01], [-0.99, -0.55, 0.77], [-0.80, -0.23, -0.04], [0.52, -1.10, 0.10], [-0.19, 0.09, 0.14], [0.08, 0.03, -0.07], [0.24, 0.10, 0.10], [0.40, 0.03, -1.17], [0.12, -0.10, -0.05], [0.15, 0.19, -0.18], [0.19, -0.04, -0.20], [0.04, 0.16, 0.09], [-0.07, -0.21, 0.08], [-0.58, 0.29, 0.57], [-0.90, -0.71, 1.10], [0.56, 0.28, -0.68], [-0.24, -0.42, -1.10], [-0.81, 0.34, 0.35], [-0.40, 0.06, 0.80], [-0.23, 0.15, 0.14], [-0.09, 0.06, 0.14], [0.06, -0.73, 0.29], [0.23, 0.28, 0.19], [1.00, -0.81, -0.58], [1.03, 0.07, -0.28], [0.11, 0.27, -0.15], [-0.08, 0.01, -0.24], [-0.16, 0.08, 0.09], [0.26, 0.04, -0.12], [-0.34, 0.16, -0.16], [-0.55, 0.89, 0.08], [-0.27, -2.11, 0.81], [0.48, 1.06, -0.80], [0.75, 0.30, -1.07], [-1.40, 0.36, 1.39], [0.48, -0.83, -0.41], [-0.02, 0.46, 0.09], [0.26, 0.06, 0.32], [-0.21, 0.03, 0.03], [0.13, 0.00, -0.29], [0.12, 0.05, 0.04], [-0.09, 0.20, 0.05], [-0.05, 0.14, -0.39], [0.36, 0.13, -0.11], [-0.12, -0.08, 0.11]], "e_homo_ev": -6.788, "orbital_gap_ha": 0.2704, "lumo_energy_ev": 0.570, "multiplicity": 1, "max_force_ha_per_bohr": 0.044, "total_energy_ha": -1045.945459}

=====

# 6
{"formula": "C6H5ClF3N2O", "method": "ωB97M-V/def2-TZVPD", "species": ["C", "C", "C", "C", "C", "C", "N", "N", "O", "F", "F", "F", "Cl", "H", "H", "H", "H", "H"], "coordinates": [[-1.071, -0.246, -1.727], [-0.716, -0.081, -0.248], [-2.405, -1.475, -0.369], [0.465, 1.176, 1.494], [0.516, 0.616, 0.113], [1.592, -0.619, 0.182], [-1.971, -1.089, -1.954], [-1.544, -0.856, 0.455], [1.001, 1.410, -0.884], [1.858, -1.092, -1.040], [2.709, -0.082, 0.649], [1.231, -1.671, 0.953], [-3.458, -2.615, -0.133], [-0.468, 0.276, -2.532], [1.355, 1.888, 1.693], [-0.482, 1.729, 1.760], [0.505, 0.416, 2.160], [0.882, 2.317, -0.571]], "forces_ev_per_a": [[1.16, 0.89, -1.34], [-2.29, -1.89, -1.44], [4.03, 2.40, -3.03], [0.16, 4.41, -0.05], [0.59, -2.12, 1.13], [0.63, -0.31, -0.08], [-1.33, -0.51, 2.15], [-0.05, 0.49, 0.83], [-0.40, 0.88, -0.29], [-0.49, 0.17, 0.11], [-0.15, -0.20, 0.22], [-0.04, 1.16, -0.42], [-0.97, -0.71, 0.53], [-0.91, -0.78, 0.99], [-1.39, -1.25, -0.45], [0.90, -0.40, -0.71], [0.27, -2.40, 2.24], [0.28, 0.17, -0.38]], "e_homo_ev": -15.775, "orbital_gap_ha": 0.2880, "total_charge": 1, "lumo_energy_ev": -7.937, "multiplicity": 1, "max_force_ha_per_bohr": 0.109, "total_energy_ha": -1175.787726}

=====

Q: Number 3 is which compound?
A: C17H49Cl4O20P5